1.
C33H38BrCl4CrGe2IN3 | wB97M-V/def2-TZVPD

Each line ends with the Löwdin charge.
Element x y z (Å)
Cr: 0.26160 -1.02980 -0.09080  -0.14
C: -4.13150 3.09630 -4.24640  -0.05
C: -3.41610 4.06610 -3.35010  -0.22
C: -3.52640 5.43350 -3.53340  -0.06
C: -2.82900 6.33130 -2.72460  -0.11
C: -1.97840 5.84140 -1.74770  -0.10
C: -1.85420 4.48300 -1.54380  -0.05
C: -2.59880 3.57830 -2.31790  -0.20
N: -2.55280 2.20530 -2.07640  0.13
C: -1.75430 1.65850 -1.04420  -0.34
N: -2.25590 1.98710 0.17730  0.14
C: -1.74880 1.86610 1.48610  -0.15
C: -1.23330 0.64470 1.97550  -0.31
C: -0.67230 0.67540 3.26060  -0.15
C: -0.72980 1.78630 4.06340  -0.13
C: -1.39860 2.91970 3.62500  -0.09
C: -1.90820 2.96900 2.33780  -0.22
C: -2.67040 4.19180 1.90230  -0.05
N: -0.75430 0.87480 -1.30810  0.14
C: -0.47700 0.67570 -2.67990  -0.31
C: -1.16180 -0.32010 -3.38350  -0.08
C: -0.85120 -0.60920 -4.69780  -0.09
C: 0.13510 0.11400 -5.34600  -0.10
C: 0.77190 1.14520 -4.67710  -0.06
C: 0.47300 1.45390 -3.36030  -0.24
C: 1.12440 2.61420 -2.67690  -0.04
H: -4.79360 3.61790 -4.93510  0.07
H: -4.72220 2.38880 -3.66340  0.08
H: -3.40900 2.52430 -4.83400  0.09
H: -4.16560 5.81080 -4.32270  0.10
H: -2.93640 7.39600 -2.87970  0.09
H: -1.39080 6.52220 -1.15070  0.10
H: -1.15020 4.10400 -0.82010  0.11
H: -2.53170 1.64870 -2.92330  0.11
H: -2.99240 2.67480 0.09670  0.12
H: -0.20160 -0.22290 3.63850  0.07
H: -0.28490 1.76950 5.04760  0.10
H: -1.50820 3.77200 4.28120  0.09
H: -2.72670 4.91480 2.71340  0.07
H: -3.69840 3.93430 1.63110  0.08
H: -2.20890 4.68350 1.04830  0.05
H: -1.93870 -0.86790 -2.86770  0.10
H: -1.37740 -1.40210 -5.21450  0.10
H: 0.39410 -0.11740 -6.36740  0.09
H: 1.52870 1.71940 -5.19660  0.11
H: 2.08420 2.85170 -3.13150  0.07
H: 1.28070 2.39310 -1.62010  0.01
H: 0.47580 3.49210 -2.74240  0.07
Cl: 1.81110 -0.48760 1.64770  0.08
Ge: 2.66170 1.54910 0.85100  0.04
Cl: 2.29200 2.80870 2.73820  -0.14
Cl: 4.87160 1.15240 1.32930  -0.17
Br: 4.51000 -1.17450 -5.63860  0.63
C: 4.88270 0.33780 -4.51960  -0.72
C: 5.81850 1.25160 -4.98380  -0.17
C: 6.09230 2.36670 -4.21150  -0.12
C: 5.43990 2.55430 -3.00420  -0.10
C: 4.51570 1.61590 -2.56290  -0.16
C: 4.23950 0.51050 -3.32840  -0.22
I: 2.40190 -1.30980 -1.85940  0.42
H: 6.31810 1.09480 -5.93090  0.08
H: 6.81590 3.09340 -4.56060  0.09
H: 5.64910 3.42650 -2.39890  0.10
H: 4.02470 1.74900 -1.60720  0.01
C: -3.17190 -3.33630 1.61710  -0.24
Ge: -1.77820 -2.13940 2.44550  0.83
C: -2.68270 -1.54480 4.15750  -0.23
C: -0.28700 -3.29610 3.14120  -0.23
C: -1.37050 -0.60740 1.23740  -0.39
H: -3.47000 -4.10300 2.32690  0.00
H: -2.81350 -3.82840 0.72040  -0.04
H: -4.05380 -2.75330 1.35670  0.00
H: -3.40110 -2.29120 4.48810  -0.01
H: -3.20800 -0.60130 4.03820  0.01
H: -1.95690 -1.41190 4.95270  0.00
H: -0.67120 -3.95280 3.91870  0.00
H: 0.50090 -2.68480 3.57500  0.00
H: 0.15770 -3.90910 2.36620  -0.04
H: -2.24060 -0.51560 0.56670  0.04
Cl: -0.27720 -3.82170 -0.26400  0.43
C: -0.88600 -2.38240 -1.17340  -0.75
H: -1.98210 -2.45430 -1.08310  -0.02
H: -0.64180 -2.63110 -2.21550  -0.03

Summary:
* HOMO level (spin up / spin down): -1.3 / -2.1 eV
* charge: -2
* HOMO-LUMO gap (spin up / spin down): 5.172 / 5.959 eV
* 2S+1: 6
* calculated total energy: -308999.3831 eV

2.
C12H18Br6Cl2N5O | wB97M-V/def2-TZVPD

Each line ends with the Löwdin charge.
Element x y z (Å)
C: 5.70119 -0.72565 -2.33990  -0.12
C: 6.12484 -0.13285 -3.84255  -0.53
Cl: 7.96181 -0.19172 -4.22554  0.54
C: 5.09989 0.41199 -4.82110  -0.54
Cl: 5.55182 1.04580 -6.50678  0.55
C: 3.54722 0.42717 -4.29187  -0.12
N: 3.30737 1.53246 -3.27756  0.17
C: 1.84908 1.25245 -2.95794  -0.20
N: 1.23596 2.06477 -2.03649  0.12
N: 1.36175 0.07705 -3.77627  -0.14
N: 0.07858 -0.48502 -3.71931  0.03
C: 0.26580 -1.59690 -2.88849  -0.58
O: 0.57568 -2.84415 -2.43655  -0.11
N: 2.35421 -0.45423 -4.58826  0.16
H: 6.60580 -0.59309 -1.60966  0.09
H: 5.33527 -1.84706 -2.43890  0.10
H: 4.79471 -0.13478 -1.86085  0.07
H: 1.26821 3.10936 -2.23379  0.15
H: 0.79719 1.77166 -1.13642  0.11
H: 2.33991 -1.25824 -5.25376  0.20
Br: -3.71291 0.25674 -0.11591  0.63
C: -2.63704 -1.18642 0.63616  -0.67
C: -1.16286 -0.86232 0.56629  -0.57
Br: -0.47050 -1.11314 -1.23988  1.22
H: -2.90737 -2.09939 0.09891  0.07
H: -2.96424 -1.27154 1.67633  0.03
H: -0.58667 -1.55164 1.18978  -0.03
H: -0.92979 0.16545 0.85764  0.05
Br: -4.40095 1.43646 3.43416  0.57
C: -6.22082 1.86070 2.87388  -0.68
C: -7.21284 0.87657 3.44877  -0.69
Br: -7.17051 -0.81531 2.47909  0.59
H: -6.21993 1.88885 1.78098  0.05
H: -6.40870 2.86703 3.25893  0.06
H: -8.23521 1.24632 3.33065  0.06
H: -7.03432 0.64519 4.50239  0.05
Br: -0.92744 -1.99990 3.56163  0.74
C: 0.58650 -1.12466 4.42636  -0.65
C: 0.14820 0.11400 5.17249  -0.67
Br: -0.17596 1.59720 3.94792  0.60
H: 1.32665 -0.92374 3.64722  0.06
H: 0.98739 -1.87032 5.11886  0.07
H: 0.94179 0.46373 5.83867  0.07
H: -0.76878 -0.02887 5.75064  0.06

Summary:
* HOMO level: -11.8 eV
* charge: +1
* HOMO-LUMO gap: 7.040 eV
* calculated total energy: -467514.3723 eV